Below is a structure of composition C11H11NO2V at a distorted geometry, with properties calculated with wB97M-V/def2-TZVPD.

Results
2S+1 = 4
LUMO level (spin up / spin down) = -0.779 / -0.823 eV
charge = 0
frontier orbital gap (spin up / spin down) = 7.3046 / 8.3794 eV

```
26
Properties=species:S:1:pos:R:3:mulliken_charge:R:1
V -0.320 0.074 -2.263 0.329
C -0.547 0.384 -4.184 -1.094
H 0.506 0.700 -4.517 0.241
H -0.795 -0.644 -4.502 0.265
H -1.300 1.066 -4.709 0.414
H -1.730 0.898 -2.796 -0.222
H -1.767 0.901 -2.019 0.493
O 3.499 -1.616 -1.317 -0.687
C 2.382 -1.037 -1.421 0.654
O 1.747 -0.633 -2.456 -0.661
C 1.688 -0.787 -0.119 0.175
C 2.248 -1.122 1.115 -0.447
C 1.592 -0.856 2.284 -0.563
C 0.323 -0.225 2.204 1.103
C -0.412 0.094 3.368 -0.843
C -1.650 0.712 3.263 -0.566
C -2.187 1.016 1.995 -0.788
C -1.486 0.701 0.832 -0.069
C -0.235 0.086 0.913 0.707
N 0.460 -0.232 -0.238 -0.473
H 3.233 -1.612 1.077 0.470
H 2.005 -1.111 3.243 0.432
H 0.017 -0.155 4.322 0.393
H -2.204 0.962 4.162 0.383
H -3.155 1.497 1.928 0.412
H -1.912 0.939 -0.164 -0.057
```



Below is the molecule C11H11NO5 at a distorted geometry, with properties calculated with wB97M-V/def2-TZVPD.

Results
2S+1 = 1
LUMO level = 0.529 eV
energy relative to the best compared isomer or geometry (same formula, charge and spin) = 122.94 kJ/mol
SMILES = CC(=O)NC[C@@]12C=C[C@@H](O1)[C@H]1C(=O)OC(=O)[C@H]12
charge = 0
frontier orbital gap = 10.3275 eV

```
28
Properties=species:S:1:pos:R:3:mulliken_charge:R:1
O 1.074 0.801 -3.211 -0.649
O -1.769 -0.532 4.250 -0.565
O 2.079 1.157 2.706 -0.576
O 0.374 0.123 3.776 -0.272
O -0.269 -0.882 0.728 -0.625
C 1.243 -0.345 -2.809 0.789
C -0.939 -0.022 3.519 0.193
C 0.927 0.752 2.742 0.360
C -1.121 0.680 -0.618 -0.754
C -2.183 0.025 -0.095 -1.067
N 1.589 -0.531 -1.511 -0.224
C 0.988 -1.526 -3.739 -1.080
C 1.465 0.506 -0.441 -1.238
C -1.343 0.529 2.149 -0.040
C 0.082 0.406 0.261 1.284
C -1.633 -0.614 1.129 -0.009
C -0.041 1.155 1.625 -0.104
H -1.125 1.304 -1.530 0.459
H -3.189 0.062 -0.488 0.447
H 1.535 -1.517 -1.171 0.253
H 0.491 -2.357 -3.218 0.334
H 1.954 -1.937 -4.072 0.303
H 0.455 -1.118 -4.662 0.286
H 1.576 1.492 -0.834 0.391
H 2.253 0.375 0.283 0.473
H -2.190 1.210 2.273 0.494
H -2.182 -1.469 1.502 0.651
H -0.101 2.269 1.456 0.486
```



Below is the molecule C11H11NS at a distorted geometry, with properties calculated with wB97M-V/def2-TZVPD.

Results
2S+1 = 1
LUMO level = 0.534 eV
energy relative to the best compared isomer or geometry (same formula, charge and spin) = 350.28 kJ/mol
SMILES = C[C@]12C3=CC=CC=C1[C@@]2(C)SC=N3
charge = 0
frontier orbital gap = 8.7862 eV

```
24
Properties=species:S:1:pos:R:3:mulliken_charge:R:1
C 2.268 -0.534 -1.270 -0.471
C 2.224 -1.509 -0.383 -0.456
C 1.027 0.147 -1.674 -0.202
C 1.022 -1.964 0.262 -0.425
C -2.360 -1.532 0.432 0.026
C 0.034 0.373 -0.889 -0.260
C -0.144 -1.367 0.549 0.244
C -0.201 0.143 0.541 0.586
C -1.293 0.873 -0.416 0.746
C 0.506 0.876 1.646 -1.492
C -1.478 2.425 -0.311 -1.182
N -1.261 -2.017 0.841 -0.679
S -2.721 -0.147 -0.568 -0.203
H 3.204 -0.401 -1.809 0.405
H 3.192 -2.080 -0.163 0.277
H 0.988 0.512 -2.755 0.322
H 1.087 -2.975 0.466 0.515
H -3.326 -2.167 0.510 0.284
H 1.556 1.021 1.554 0.269
H 0.350 0.238 2.489 0.432
H -0.101 1.826 1.818 0.267
H -0.691 2.764 -0.978 0.336
H -1.462 2.595 0.778 0.299
H -2.422 2.899 -0.672 0.362
```



Below is a structure of composition C11H12AlN2P at a distorted geometry, with properties calculated with wB97M-V/def2-TZVPD.

Results
2S+1 = 1
LUMO level (spin up / spin down) = -0.482 / -0.181 eV
energy relative to the best compared isomer or geometry (same formula, charge and spin) = 0.00 kJ/mol
charge = 0
frontier orbital gap (spin up / spin down) = 4.9892 / 5.4293 eV

```
27
Properties=species:S:1:pos:R:3:mulliken_charge:R:1
C -0.243 -0.251 -2.871 -0.313
C 1.148 -0.631 -2.843 -0.830
C 1.290 -1.764 -2.034 -0.377
C 0.028 -2.280 -1.693 -0.730
C -0.994 -1.394 -2.212 -0.218
Al -1.037 0.260 -0.993 -0.003
P -2.227 2.216 -0.903 -0.129
H -0.712 0.417 -3.591 0.591
H 1.923 -0.156 -3.448 0.424
H 2.252 -2.188 -1.733 0.417
H -2.022 -1.643 -2.467 0.578
H -0.183 -3.207 -1.167 0.436
H -3.662 2.091 -1.041 0.113
H -1.918 3.133 -1.965 0.097
H -2.169 3.070 0.263 0.137
N 1.691 1.013 5.575 -0.563
C 1.421 0.648 4.496 0.072
C 1.032 0.254 3.165 0.340
C -0.237 -0.289 2.956 -0.507
C -0.747 -0.341 1.678 -0.513
N -0.004 0.106 0.619 0.166
C 1.318 0.397 0.790 -0.320
C 1.860 0.482 2.062 -0.583
H -0.853 -0.628 3.785 0.421
H -1.769 -0.675 1.486 0.423
H 1.907 0.606 -0.107 0.458
H 2.907 0.756 2.190 0.413
```



no.,total energy (Ha)
1,-1574.9205
2,-856.7143
3,-878.5508
4,-1119.5208